[1]
Computed, not measured: a structure of composition C28H68AsF6NO16S4, with ωB97M-V with the def2-TZVPD basis set.

**Frontier orbital gap**: 8.5232 eV
**E_HOMO**: -9.32 eV
**Charge**: 0

Geometry (Å):
C1 13.06 -30.06 -1.47
C2 13.31 -30.88 -2.73
C3 13.60 -30.01 -3.90
O1 13.77 -30.79 -5.08
C4 14.45 -30.08 -6.11
N1 14.55 -31.72 -2.43
H1 14.42 -32.29 -1.59
H2 14.73 -32.43 -3.15
H3 15.33 -31.08 -2.21
H4 12.18 -29.43 -1.61
H5 13.86 -29.35 -1.22
H6 12.83 -30.71 -0.62
H7 12.47 -31.55 -2.88
H8 14.51 -29.42 -3.78
H9 12.69 -29.41 -4.05
H10 14.66 -30.71 -6.97
H11 15.42 -29.67 -5.83
H12 13.87 -29.22 -6.46
As1 17.96 -29.15 -3.55
F1 19.05 -28.60 -4.80
F2 17.46 -30.43 -4.61
F3 16.87 -29.69 -2.26
F4 18.38 -27.71 -2.62
F5 16.64 -28.23 -4.26
F6 19.25 -30.11 -2.84
C5 17.91 -32.67 -6.92
C6 17.59 -32.45 -8.39
C7 17.80 -33.86 -8.96
O2 18.81 -34.43 -8.14
C8 19.13 -33.59 -7.02
H13 17.14 -33.19 -6.36
H14 18.15 -31.73 -6.44
H15 18.40 -31.82 -8.76
H16 16.59 -32.08 -8.59
H17 18.15 -33.78 -9.99
H18 16.95 -34.55 -8.85
H19 20.03 -33.00 -7.22
H20 19.28 -34.25 -6.16
C9 17.08 -26.31 -8.37
C10 17.85 -27.32 -7.52
C11 17.31 -28.62 -8.10
O3 15.93 -28.35 -8.48
C12 15.69 -26.95 -8.38
H21 17.47 -26.20 -9.38
H22 17.05 -25.29 -7.97
H23 17.74 -27.19 -6.45
H24 18.91 -27.33 -7.78
H25 17.25 -29.41 -7.35
H26 17.90 -28.93 -8.96
H27 15.17 -26.76 -7.43
H28 15.11 -26.62 -9.24
C13 19.14 -24.93 -4.75
C14 19.03 -23.67 -3.91
C15 20.44 -23.12 -4.03
O4 21.30 -24.26 -4.23
C16 20.52 -25.44 -4.32
H29 19.12 -24.73 -5.83
H30 18.36 -25.65 -4.53
H31 18.73 -23.84 -2.87
H32 18.31 -22.96 -4.34
H33 20.74 -22.66 -3.08
H34 20.55 -22.41 -4.85
H35 20.34 -25.95 -3.36
H36 20.94 -26.14 -5.04
O5 14.24 -27.05 -1.61
S1 14.57 -25.65 -1.75
O6 13.51 -24.68 -1.71
O7 15.61 -25.23 -0.60
C17 16.42 -26.29 0.00
C18 17.85 -25.83 0.05
C19 15.63 -25.35 -3.17
H37 16.32 -27.26 -0.48
H38 15.99 -26.37 1.00
H39 18.49 -26.69 0.29
H40 18.04 -25.06 0.78
H41 18.24 -25.49 -0.91
H42 16.59 -25.87 -3.08
H43 15.92 -24.30 -3.27
H44 15.17 -25.58 -4.13
O8 15.90 -33.96 -3.79
S2 16.59 -35.17 -3.37
O9 16.47 -36.38 -4.13
O10 18.18 -34.88 -3.24
C20 18.53 -33.53 -2.93
C21 20.03 -33.45 -2.72
C22 16.22 -35.58 -1.66
H45 18.06 -33.18 -2.00
H46 18.24 -32.84 -3.72
H47 20.59 -33.71 -3.62
H48 20.31 -34.05 -1.85
H49 20.32 -32.44 -2.42
H50 16.75 -34.78 -1.13
H51 16.58 -36.57 -1.38
H52 15.19 -35.47 -1.36
O11 23.43 -32.36 -4.75
S3 23.06 -31.01 -4.43
O12 23.08 -30.52 -3.08
O13 24.02 -30.03 -5.29
C23 24.10 -28.66 -4.88
C24 24.96 -27.96 -5.92
C25 21.45 -30.66 -5.16
H53 24.44 -28.59 -3.85
H54 23.09 -28.24 -4.84
H55 25.03 -26.89 -5.73
H56 24.59 -28.11 -6.93
H57 25.97 -28.37 -5.91
H58 21.33 -29.60 -4.95
H59 20.65 -31.17 -4.64
H60 21.47 -30.89 -6.22
O14 20.26 -32.61 0.36
S4 19.96 -31.48 1.19
O15 19.74 -31.67 2.59
O16 21.11 -30.38 1.04
C26 21.66 -30.26 -0.28
C27 22.12 -28.83 -0.49
C28 18.54 -30.58 0.54
H61 21.05 -30.62 -1.11
H62 22.52 -30.94 -0.34
H63 22.34 -28.66 -1.54
H64 23.02 -28.58 0.07
H65 21.36 -28.10 -0.21
H66 17.75 -31.30 0.35
H67 18.77 -30.11 -0.42
H68 18.31 -29.80 1.26



[2]
Computed, not measured: a structure of composition C28H70ClF9N10O9P4Si2, with ωB97M-V with the def2-TZVPD basis set.

**Energy above the lowest of the compared OMol25 structures with the same formula, charge and spin**: 0.0 kJ/mol
**Frontier orbital gap**: 8.0565 eV
**E_HOMO**: -8.35 eV
**Charge**: 0

Geometry (Å):
C1 0.95 -0.95 -7.00
O1 1.68 -1.77 -6.09
C2 0.86 -2.79 -5.52
C3 1.32 -3.05 -4.09
C4 2.22 -4.32 -3.93
Si1 1.93 -4.97 -2.22
O2 3.26 -5.87 -1.74
N1 3.88 -6.56 -2.88
O3 4.22 -7.61 -2.57
O4 1.77 -3.65 -1.23
Si2 1.08 -3.71 0.25
O5 0.93 -5.26 0.77
Cl1 2.38 -2.77 1.54
C5 -0.48 -2.72 0.23
C6 -1.50 -3.26 -0.80
C7 -2.43 -2.16 -1.30
F1 -2.93 -1.46 -0.25
F2 -1.75 -1.27 -2.07
C8 -3.66 -2.67 -2.08
F3 -4.34 -3.53 -1.29
F4 -4.48 -1.62 -2.30
C9 -3.36 -3.38 -3.45
F5 -2.06 -3.34 -3.77
F6 -3.76 -4.66 -3.35
C10 -4.15 -2.79 -4.65
F7 -3.77 -1.55 -4.90
F8 -3.85 -3.52 -5.72
F9 -5.45 -2.87 -4.46
P1 0.14 -6.33 -2.45
O6 0.61 -7.32 -3.47
H1 0.37 -1.58 -7.68
H2 1.68 -0.35 -7.54
H3 0.26 -0.32 -6.44
H4 0.95 -3.70 -6.13
H5 -0.18 -2.42 -5.51
H6 1.82 -2.17 -3.69
H7 0.42 -3.16 -3.48
H8 3.26 -4.03 -4.07
H9 1.86 -5.04 -4.67
H10 0.69 -5.31 1.71
H11 -0.93 -2.55 1.21
H12 -0.18 -1.72 -0.12
H13 -2.07 -4.08 -0.37
H14 -0.92 -3.56 -1.68
H15 -0.18 -7.01 -1.25
H16 -0.99 -5.64 -2.92
O7 -0.10 3.60 -1.68
P2 -0.95 3.70 -0.47
N2 -0.87 5.36 -0.08
C11 -1.24 5.93 1.20
C12 -1.24 6.27 -1.16
N3 -0.05 2.75 0.65
C13 0.62 3.34 1.80
C14 0.82 1.75 0.03
N4 -2.45 3.39 0.35
C15 -2.67 2.09 1.01
C16 -3.58 3.60 -0.59
H17 -2.33 5.93 1.37
H18 -0.90 6.97 1.26
H19 -0.77 5.43 2.04
H20 -2.33 6.41 -1.22
H21 -0.90 5.89 -2.12
H22 -0.78 7.25 -1.01
H23 1.29 4.17 1.53
H24 1.21 2.58 2.32
H25 -0.10 3.69 2.54
H26 1.77 2.19 -0.30
H27 0.35 1.29 -0.83
H28 1.03 0.95 0.75
H29 -2.47 1.23 0.37
H30 -3.71 2.04 1.34
H31 -2.06 2.02 1.90
H32 -3.62 2.84 -1.37
H33 -3.51 4.58 -1.07
H34 -4.53 3.58 -0.05
O8 -3.75 9.24 3.76
P3 -4.83 9.29 2.74
N5 -4.37 10.71 1.89
C17 -5.23 11.48 1.02
C18 -3.01 10.69 1.35
N6 -6.20 9.57 3.75
C19 -6.85 10.87 3.78
C20 -6.08 9.02 5.10
N7 -5.80 8.67 1.43
C21 -7.01 7.90 1.74
C22 -4.96 7.82 0.54
H35 -5.45 10.98 0.07
H36 -4.74 12.43 0.79
H37 -6.18 11.74 1.49
H38 -2.96 10.19 0.37
H39 -2.33 10.18 2.03
H40 -2.64 11.71 1.22
H41 -6.15 11.69 4.00
H42 -7.63 10.87 4.55
H43 -7.37 11.08 2.85
H44 -5.49 9.66 5.76
H45 -5.61 8.04 5.08
H46 -7.08 8.90 5.53
H47 -6.84 7.08 2.45
H48 -7.40 7.47 0.81
H49 -7.79 8.54 2.14
H50 -4.66 6.89 1.03
H51 -4.06 8.35 0.23
H52 -5.52 7.57 -0.37
O9 5.29 -7.10 2.96
P4 6.52 -7.49 2.23
N8 6.00 -8.72 1.19
C23 6.88 -9.66 0.50
C24 4.89 -8.35 0.32
N9 7.47 -8.14 3.53
C25 7.76 -9.56 3.60
C26 7.12 -7.63 4.85
N10 7.92 -6.99 1.34
C27 9.10 -6.51 2.07
C28 7.55 -5.93 0.37
H53 7.45 -9.20 -0.31
H54 6.27 -10.45 0.07
H55 7.57 -10.15 1.18
H56 5.22 -7.83 -0.58
H57 4.19 -7.71 0.85
H58 4.34 -9.24 0.00
H59 6.87 -10.19 3.55
H60 8.28 -9.78 4.53
H61 8.46 -9.86 2.81
H62 6.25 -8.12 5.28
H63 6.92 -6.56 4.81
H64 7.97 -7.77 5.52
H65 8.87 -5.73 2.80
H66 9.81 -6.11 1.35
H67 9.60 -7.33 2.58
H68 7.27 -5.00 0.86
H69 6.70 -6.25 -0.24
H70 8.38 -5.74 -0.31



[3]
Computed, not measured: a cluster of 9 separate species, C28H70ClN2O16PS in total, with ωB97M-V with the def2-TZVPD basis set.

**Frontier orbital gap**: 8.4328 eV
**E_HOMO**: -9.18 eV
**SMILES**: NP(O)[C@H]1OS(=O)(=O)O[C@@]1(CC(=O)Cl)ON=O.CC(C)O.CC(C)O.CC(C)O.CC(C)O.CC(C)O.CC(C)O.CC(C)O.CC(C)O
**Charge**: 0

Geometry (Å):
N1 -0.20 3.12 -2.80
P1 0.22 2.23 -1.43
O1 -1.15 2.17 -0.50
C1 1.25 3.41 -0.36
O2 1.98 2.54 0.54
S1 3.33 2.05 -0.14
O3 3.16 0.88 -0.93
O4 4.37 2.07 0.82
O5 3.46 3.30 -1.14
C2 2.40 4.26 -0.92
C3 2.94 5.32 0.09
C4 2.27 5.38 1.44
O6 2.65 4.88 2.44
Cl1 0.78 6.35 1.44
O7 2.14 4.95 -2.09
N2 2.54 4.14 -3.38
O8 3.29 4.75 -3.95
H1 -0.57 4.05 -2.62
H2 -0.92 2.56 -3.27
H3 -1.62 3.01 -0.48
H4 0.57 4.05 0.20
H5 4.01 5.14 0.24
H6 2.84 6.29 -0.39
C5 -5.03 3.76 -3.42
C6 -4.21 2.59 -3.93
C7 -5.04 1.33 -4.08
O9 -3.10 2.35 -3.06
H7 -5.45 3.52 -2.43
H8 -4.42 4.65 -3.32
H9 -5.86 3.98 -4.10
H10 -3.77 2.86 -4.89
H11 -5.45 1.03 -3.11
H12 -4.43 0.51 -4.45
H13 -5.87 1.49 -4.77
H14 -3.45 2.11 -2.19
C8 1.61 -0.08 4.80
C9 1.43 -0.89 3.53
C10 2.47 -0.53 2.48
O10 0.11 -0.73 3.01
H15 1.49 0.99 4.58
H16 0.87 -0.36 5.54
H17 2.61 -0.23 5.23
H18 1.51 -1.96 3.77
H19 2.36 0.52 2.20
H20 2.32 -1.12 1.57
H21 3.48 -0.69 2.84
H22 0.00 0.20 2.78
C11 0.56 -2.44 -1.81
C12 1.32 -2.79 -3.08
C13 2.65 -3.46 -2.76
O11 1.53 -1.61 -3.87
H23 1.15 -1.73 -1.22
H24 -0.39 -1.95 -2.06
H25 0.35 -3.32 -1.20
H26 0.72 -3.45 -3.70
H27 3.28 -2.79 -2.17
H28 3.18 -3.71 -3.68
H29 2.50 -4.38 -2.19
H30 2.05 -1.00 -3.34
C14 2.59 -7.92 -3.48
C15 3.55 -7.64 -2.33
C16 4.06 -8.93 -1.71
O12 2.92 -6.82 -1.34
H31 1.72 -8.47 -3.11
H32 2.24 -6.98 -3.91
H33 3.07 -8.51 -4.26
H34 4.40 -7.05 -2.69
H35 3.22 -9.50 -1.29
H36 4.75 -8.72 -0.89
H37 4.57 -9.55 -2.44
H38 2.17 -7.31 -1.00
C17 -2.30 7.37 6.03
C18 -1.19 6.86 5.13
C19 0.01 6.40 5.94
O13 -0.81 7.86 4.19
H39 -1.96 8.23 6.61
H40 -3.16 7.69 5.43
H41 -2.64 6.60 6.73
H42 -1.56 6.03 4.53
H43 0.42 7.24 6.51
H44 0.80 6.03 5.28
H45 -0.24 5.60 6.64
H46 -0.46 8.61 4.69
C20 0.55 3.79 10.25
C21 0.45 3.17 8.87
C22 1.01 1.76 8.85
O14 1.11 3.98 7.90
H47 1.60 3.86 10.56
H48 0.13 4.80 10.25
H49 0.01 3.20 11.00
H50 -0.60 3.15 8.56
H51 2.07 1.77 9.12
H52 0.93 1.32 7.85
H53 0.49 1.11 9.55
H54 2.04 4.03 8.14
C23 -0.71 -11.36 -0.69
C24 0.69 -11.83 -0.31
C25 0.70 -12.52 1.05
O15 1.60 -10.73 -0.32
H55 -1.07 -10.64 0.05
H56 -0.70 -10.88 -1.66
H57 -1.41 -12.20 -0.72
H58 1.06 -12.52 -1.07
H59 0.37 -11.82 1.82
H60 1.71 -12.85 1.30
H61 0.04 -13.38 1.06
H62 1.31 -10.10 0.34
C26 -4.12 2.79 -8.98
C27 -5.10 3.11 -7.86
C28 -6.53 3.21 -8.38
O16 -4.73 4.33 -7.21
H63 -4.14 3.58 -9.74
H64 -3.11 2.72 -8.59
H65 -4.37 1.84 -9.47
H66 -5.04 2.34 -7.09
H67 -6.61 4.01 -9.12
H68 -7.21 3.44 -7.56
H69 -6.85 2.28 -8.85
H70 -4.77 5.03 -7.87



Q: Which of these has the highest E_HOMO?
A: C28H70ClF9N10O9P4Si2